# C26H29HoNOP2Se

C26H29HoNOP2Se as an isolated structure in a non-equilibrium geometry (ωB97M-V with the def2-TZVPD basis set, OMol25).

Summary:
⟨S²⟩ = 6.01
multiplicity = 5
net charge = +1
frontier orbital gap (alpha / beta) = 6.97 / 7.12 eV

```
61
Properties=species:S:1:pos:R:3:nbo_charge:R:1
Ho -0.02 0.02 0.09 1.6598
Se -1.03 1.44 2.33 -0.1924
P 2.30 1.38 0.58 0.7775
P -1.60 2.31 -0.17 0.8242
O -0.31 -2.68 -1.31 -0.5471
N 0.34 0.25 -1.92 -0.9090
C 2.80 0.37 -2.02 -0.0558
C -2.07 -1.16 -4.32 -0.1883
C -1.72 1.23 -2.85 0.0333
C 3.80 0.56 1.20 -0.9295
C -1.28 -3.31 1.94 -0.2318
C 3.99 -0.22 -2.44 -0.1989
C -1.18 -0.53 2.21 -0.2432
C -2.29 -2.53 1.38 -0.1271
C -0.74 0.20 -2.84 0.1201
C -2.23 -1.13 1.46 -0.3503
C -0.08 -1.32 2.63 -0.3505
C -1.30 4.05 0.27 -0.9385
C -3.39 2.21 0.06 -0.9615
C -1.49 2.49 -2.06 -0.7533
C -0.87 -0.92 -3.65 -0.0319
C 2.80 1.66 -1.20 -0.6935
C 0.21 -1.99 -3.55 -0.3718
C -0.24 -2.90 -2.51 0.4952
C 2.75 -1.99 -3.57 -0.1789
C 3.97 -1.39 -3.21 -0.2124
C -0.16 -2.72 2.53 -0.0913
C 2.42 3.05 1.31 -0.9287
C 1.57 -0.24 -2.40 0.1358
C 1.56 -1.37 -3.21 -0.0214
C -3.05 -0.17 -4.33 -0.2208
C -2.85 1.03 -3.64 -0.2127
H 3.54 -0.02 2.10 0.2459
H -3.59 1.83 -3.71 0.2222
H -3.81 3.19 -0.23 0.2384
H 4.95 0.23 -2.17 0.2224
H -2.15 4.64 -0.11 0.2463
H -0.47 -3.74 -3.18 0.1467
H -1.23 4.17 1.36 0.2535
H 2.11 2.40 -1.63 0.2522
H 2.16 3.82 0.57 0.2504
H 3.81 2.09 -1.15 0.2427
H -0.37 4.41 -0.19 0.2418
H -3.82 1.42 -0.57 0.2487
H -3.16 -3.02 0.92 0.2386
H -0.49 2.91 -2.25 0.2365
H -1.37 -4.40 1.94 0.2375
H 0.29 -2.50 -4.51 0.2359
H -2.25 3.25 -2.31 0.2265
H 4.56 1.32 1.46 0.2475
H -3.62 2.01 1.11 0.2619
H 2.71 -2.92 -4.14 0.2210
H -3.03 -0.51 1.06 0.2498
H -2.21 -2.13 -4.82 0.2189
H 0.63 -3.35 2.93 0.2283
H 4.90 -1.84 -3.55 0.2302
H -3.96 -0.34 -4.90 0.2284
H 3.44 3.23 1.68 0.2505
H 0.78 -0.83 3.09 0.2492
H 4.20 -0.12 0.45 0.2590
H 1.71 3.11 2.14 0.2641
```


# C26H29N3O2

A 2-piece molecular cluster, C26H29N3O2 overall in a non-equilibrium geometry (ωB97M-V with the def2-TZVPD basis set, OMol25).

Summary:
net charge = 0
frontier orbital gap = 4.46 eV

```
60
Properties=species:S:1:pos:R:3:nbo_charge:R:1
O -1.10 1.77 4.56 -0.5820
O -3.35 4.16 1.33 -0.5213
N -2.51 -1.62 0.15 -0.2704
N -0.91 -2.10 1.58 -0.3397
N -2.50 3.05 3.19 -0.4855
C 2.03 -2.74 3.72 -0.2154
C -3.35 -0.91 -0.71 0.0024
C -2.91 4.03 4.17 -0.4170
C -1.92 -1.15 4.08 -0.6577
C -4.66 -1.36 -0.89 0.0183
C -1.45 0.54 -1.41 -0.7842
C -3.74 0.98 -2.20 -0.2362
C -5.51 -0.61 -1.72 -0.3303
C -2.71 3.23 1.81 0.6316
C 1.59 -3.53 1.39 -0.6396
C -6.02 1.41 -3.14 -0.6296
C 0.43 -1.42 4.96 -0.1538
C -1.66 -1.04 1.09 0.1768
C 2.62 -2.01 6.05 -0.6324
C 1.68 -2.05 4.89 -0.0021
C -0.03 -2.07 2.69 0.1393
C -2.35 -3.01 0.17 -0.0346
C -1.96 2.13 1.20 -0.1652
C -1.58 2.04 3.46 0.6670
C -5.20 -2.59 -0.23 -0.6361
C -5.07 0.57 -2.33 0.0148
C -1.35 1.37 2.15 -0.3075
C 1.18 -2.76 2.61 -0.0135
C -1.38 -3.30 1.06 -0.0494
C -2.81 0.22 -1.42 -0.0196
C -0.48 -1.52 3.90 -0.0134
H -6.30 -2.55 -0.28 0.2276
H 1.07 -4.49 1.29 0.2132
H -3.99 4.01 4.27 0.2098
H -6.10 2.42 -2.73 0.2210
H 3.56 -2.50 5.80 0.2155
H -7.01 0.95 -3.14 0.2079
H 2.83 -0.97 6.34 0.2277
H -4.93 -2.67 0.82 0.2103
H -3.39 1.89 -2.70 0.1984
H -1.13 1.51 -1.78 0.1994
H -2.36 -0.85 3.12 0.2189
H -2.01 -0.31 4.78 0.2548
H -0.96 -4.25 1.35 0.2397
H 1.46 -2.96 0.46 0.2324
H 0.15 -0.87 5.87 0.2179
H -4.90 -3.51 -0.74 0.2025
H -2.45 3.79 5.12 0.2311
H 2.20 -2.50 6.94 0.2252
H -5.67 1.51 -4.18 0.2177
H -6.54 -0.94 -1.86 0.1968
H -1.16 -0.15 0.71 0.3007
H -2.86 -3.64 -0.54 0.2501
H 2.66 -3.77 1.48 0.2274
H -2.51 -2.00 4.46 0.2292
H -0.45 0.77 2.11 0.2340
H -0.69 -0.21 -1.19 0.1819
H -1.96 1.99 0.14 0.2713
H 2.98 -3.28 3.68 0.2108
H -2.59 5.03 3.84 0.2135
```


# C26H29N5O5S

C26H29N5O5S as an isolated structure (ωB97M-V with the def2-TZVPD basis set, OMol25).

Summary:
net charge = 0
frontier orbital gap = 8.37 eV

```
66
Properties=species:S:1:pos:R:3:nbo_charge:R:1
S 3.98 -1.09 1.67 0.7240
O 0.16 2.52 -0.65 -0.6601
O 5.64 1.79 -1.79 -0.6305
O -4.96 -2.73 -1.06 -0.6615
O -3.66 -3.29 1.19 -0.5190
O 1.17 0.23 2.44 -0.6233
N 2.96 1.48 -1.05 -0.8138
N -1.88 2.80 0.29 -0.6020
N 0.50 0.06 0.28 -0.4314
N 7.16 0.46 -0.78 -0.8014
N 5.24 -0.60 0.79 -0.5911
C -0.99 -4.55 -0.95 -0.2250
C -0.78 0.68 0.60 -0.1770
C -3.68 5.76 0.82 -0.4028
C -3.67 -0.77 -1.40 -0.2648
C 2.83 -0.13 0.81 -0.4302
C -0.10 -4.14 0.04 -0.2346
C -3.42 4.23 -0.99 -0.4115
C 0.42 -2.86 0.01 -0.1667
C 1.45 0.04 1.26 0.6646
C 4.89 0.29 -0.11 0.0134
C 0.07 -1.97 -1.00 -0.0376
C 3.50 0.62 -0.16 0.1824
C -3.27 -2.15 0.53 0.2326
C -2.31 5.12 1.02 -0.4138
C 5.91 0.92 -0.98 0.6411
C -0.79 -2.40 -2.00 -0.2017
C -1.95 -0.17 0.16 -0.0617
C -1.32 -3.68 -1.97 -0.2056
C -2.94 -3.66 2.35 -0.2502
C 0.64 -0.57 -1.01 -0.2440
C -2.65 0.08 -1.00 -0.2218
C -3.98 -1.89 -0.65 0.2833
C -2.27 -1.28 0.94 -0.2235
C -4.46 4.73 0.01 -0.4031
C -0.78 2.09 0.00 0.7002
C -2.11 4.15 -0.17 -0.0657
H -5.33 5.16 -0.49 0.2162
H 2.04 1.86 -0.89 0.4316
H 1.70 -0.62 -1.28 0.2483
H -2.28 4.55 1.95 0.2078
H -3.68 3.27 -1.43 0.2155
H -1.06 -1.73 -2.80 0.2137
H 3.64 2.03 -1.56 0.4305
H -3.58 6.68 0.24 0.1989
H -5.01 -3.45 -0.43 0.4969
H -1.41 -5.54 -0.92 0.2134
H -3.06 -2.92 3.14 0.1789
H -2.39 0.93 -1.62 0.2178
H -1.51 5.86 1.06 0.2215
H -4.79 3.92 0.65 0.1906
H -1.24 4.41 -0.77 0.2401
H -3.38 -4.60 2.67 0.2006
H -1.88 -3.80 2.12 0.1885
H 1.10 -2.54 0.79 0.2018
H 7.92 0.84 -1.31 0.4054
H 7.31 -0.24 -0.08 0.4171
H -4.16 6.00 1.77 0.2136
H 0.18 -4.82 0.83 0.2121
H -2.62 2.36 0.82 0.3999
H -4.22 -0.58 -2.31 0.2277
H -0.78 0.78 1.69 0.2740
H 0.13 0.04 -1.76 0.2191
H -2.01 -3.99 -2.74 0.2168
H -1.71 -1.47 1.84 0.2255
H -3.30 4.96 -1.79 0.2103
```


# C26H29N6O3PtSb

C26H29N6O3PtSb as an isolated structure in a non-equilibrium geometry (ωB97M-V with the def2-TZVPD basis set, OMol25).

Summary:
⟨S²⟩ = 2.09
multiplicity = 3
net charge = 0
frontier orbital gap (alpha / beta) = 5.24 / 3.67 eV

```
66
Properties=species:S:1:pos:R:3:nbo_charge:R:1
Pt 1.23 0.29 -0.47 0.4475
Sb 1.34 2.77 -0.91 1.1586
O 1.04 -0.01 1.90 -0.5845
O -5.46 -2.11 -0.87 -0.4758
O 3.58 -0.14 -0.72 -0.7219
N 3.60 1.38 0.96 -0.8689
N 6.66 3.03 0.86 -0.4175
N 0.64 -1.69 -0.22 -0.4731
N -2.26 -5.17 2.44 -0.0807
N -1.20 -4.83 2.98 -0.1190
N 6.66 0.40 -2.59 -0.3973
C -4.69 -2.92 -0.10 0.3441
C -3.01 -4.38 1.59 -0.0171
C -0.30 3.45 -2.17 -0.7386
C -3.82 -5.02 0.65 -0.1389
C 6.13 0.75 -1.63 0.3173
C -6.37 -2.68 -1.78 -0.2563
C 0.72 -1.21 2.13 0.3992
C -3.09 -2.98 1.70 -0.1359
C -0.15 -3.40 1.29 -0.1089
C 4.19 0.75 -0.11 0.6632
C -3.92 -2.27 0.87 -0.2672
C 0.12 -3.00 3.67 -0.1806
C 0.67 -1.76 3.43 -0.2249
C -0.42 -3.77 2.64 0.1391
C 2.69 5.24 -2.25 -0.6216
C 3.03 3.86 -1.72 -0.7070
C 0.86 3.79 0.94 -0.7258
C 0.73 5.30 0.83 -0.6220
C 0.38 -2.11 1.04 0.1702
C 0.44 -2.50 -1.24 0.0818
C -0.03 -3.80 -1.08 -0.2177
C 6.15 2.19 0.26 0.2974
C -1.60 2.85 -1.68 -0.6249
C 5.49 1.22 -0.49 -0.5827
C -4.63 -4.30 -0.21 -0.3112
C -0.33 -4.25 0.19 -0.1344
H 0.69 -2.12 -2.22 0.2302
H -1.51 1.77 -1.57 0.2106
H 0.08 5.58 0.01 0.1992
H -2.41 3.05 -2.39 0.2106
H -6.92 -1.85 -2.22 0.2101
H 3.78 3.93 -0.93 0.2436
H -0.35 4.54 -2.17 0.2192
H -3.79 -6.10 0.59 0.2313
H -0.66 -5.27 0.34 0.2338
H 3.44 3.24 -2.52 0.2384
H -7.08 -3.34 -1.27 0.1825
H 0.29 5.69 1.75 0.2119
H 3.58 5.71 -2.66 0.2225
H -0.01 -3.35 4.69 0.2417
H 4.19 1.94 1.57 0.4087
H -1.88 3.27 -0.72 0.2025
H 2.31 5.88 -1.46 0.2033
H -5.86 -3.24 -2.57 0.1802
H -0.08 3.34 1.28 0.2193
H -0.08 3.13 -3.19 0.2246
H -2.53 -2.47 2.47 0.2162
H 2.84 0.88 1.40 0.4092
H 1.63 3.52 1.65 0.2300
H -5.21 -4.84 -0.94 0.2306
H 1.00 -1.15 4.26 0.2413
H -4.00 -1.20 0.97 0.2367
H 1.70 5.76 0.70 0.2100
H -0.14 -4.45 -1.93 0.2363
H 1.94 5.20 -3.04 0.2018
```


# C26H29N6PbS4Se

C26H29N6PbS4Se as an isolated structure in a non-equilibrium geometry (ωB97M-V with the def2-TZVPD basis set, OMol25).

Summary:
net charge = -1
frontier orbital gap = 4.43 eV

```
67
Properties=species:S:1:pos:R:3:nbo_charge:R:1
Pb 0.53 -0.90 0.18 1.0578
Se 0.78 -0.80 -3.05 1.2919
S -2.31 -1.53 -1.38 0.2125
S 2.10 -2.48 1.55 -0.4140
S -2.45 -0.89 2.18 0.1997
S -1.51 1.61 -0.72 0.2776
N -0.94 1.63 2.14 -0.6086
N 2.84 0.06 2.22 -0.4600
N 0.39 0.70 -2.10 -1.0046
N 1.62 0.08 -4.34 -0.8980
N 1.69 0.56 1.72 -0.3152
N 4.29 -1.60 2.68 -0.8008
C 1.60 4.03 -3.11 -0.2663
C 0.97 1.74 -2.76 0.1566
C 1.97 -1.52 -1.69 -1.1683
C 1.66 1.40 -3.97 0.0777
C 2.28 2.38 -4.72 -0.2852
C 2.24 3.70 -4.30 -0.2656
C 4.67 3.48 3.03 -0.2256
C 0.14 2.41 1.80 0.1647
C 2.44 2.62 2.76 -0.0943
C 3.75 2.74 2.31 -0.1440
C 0.97 3.07 -2.34 -0.3094
C 3.01 3.95 4.69 -0.2457
C -3.80 -1.38 -0.30 -0.5348
C 1.44 1.81 2.04 0.2339
C -2.79 1.21 -1.97 -0.5362
C 2.08 3.24 3.96 -0.1254
C -0.99 4.48 0.90 -0.2467
C -2.61 -0.17 -2.56 -0.5356
C 3.09 -1.20 2.16 0.3058
C -3.56 -1.88 1.11 -0.5195
C 4.31 4.07 4.23 -0.2100
C -2.31 1.97 1.93 -0.0426
C -2.19 4.01 0.49 -0.1499
C 0.10 3.72 1.39 -0.3137
C -2.57 2.59 0.53 -0.4208
C -3.24 0.77 2.24 -0.5208
H -3.47 -0.46 -3.17 0.2110
H 2.93 -1.01 -1.80 0.2236
H 2.13 -2.59 -1.87 0.1998
H -4.51 -1.98 1.64 0.2133
H -4.12 -0.34 -0.29 0.2095
H 5.68 3.58 2.65 0.2101
H -0.73 0.65 2.25 0.4169
H 2.72 4.42 5.62 0.2054
H 1.60 5.06 -2.78 0.1824
H 4.37 -2.58 2.90 0.3926
H -2.58 2.76 2.66 0.1929
H 1.07 4.21 1.34 0.2265
H 4.73 -0.94 3.30 0.3855
H -4.58 -1.99 -0.76 0.2144
H -1.71 -0.19 -3.18 0.2607
H -3.61 2.47 0.24 0.2087
H 2.71 4.47 -4.90 0.1843
H -3.63 0.87 3.25 0.2200
H -3.77 1.33 -1.51 0.1936
H 0.50 3.34 -1.41 0.2047
H -0.79 5.54 0.77 0.2064
H 4.03 2.26 1.38 0.2333
H 2.80 2.11 -5.63 0.1970
H 1.07 3.12 4.31 0.2073
H -3.07 -2.85 1.09 0.2346
H -4.07 0.75 1.54 0.2202
H -2.69 1.94 -2.78 0.2323
H 5.04 4.64 4.79 0.2050
H -2.91 4.70 0.08 0.1916
```


# C26H29NOP2TeY

C26H29NOP2TeY as an isolated structure in a non-equilibrium geometry (ωB97M-V with the def2-TZVPD basis set, OMol25).

Summary:
net charge = +1
frontier orbital gap (alpha / beta) = 5.31 / 5.05 eV

```
61
Properties=species:S:1:pos:R:3:nbo_charge:R:1
Te -1.68 -2.12 -0.50 0.2814
Y -1.21 -1.10 2.10 1.1290
P 1.40 1.07 1.43 0.8593
P -0.88 1.44 -0.75 0.8825
O -2.30 2.10 2.90 -0.4764
N 1.95 0.20 -1.59 -0.4394
C 2.97 -0.44 -1.04 0.1643
C -1.04 3.16 -0.19 -0.9621
C 3.64 0.24 0.07 -0.0094
C 1.29 2.67 2.31 -0.9545
C 4.95 -1.75 0.44 -0.2012
C 2.52 -2.45 -2.47 -0.1378
C 3.03 1.53 0.52 -0.6933
C -0.56 0.09 -4.23 -0.2453
C -4.74 -1.29 3.25 -0.1741
C 1.44 -1.65 -3.08 -0.0601
C -3.03 -2.62 2.19 -0.4338
C 1.24 -0.26 -2.64 0.1272
C -3.36 -1.93 0.99 -0.2556
C 3.25 -1.83 -1.38 -0.0746
C 2.22 0.11 2.78 -0.9446
C 4.11 -2.49 -0.43 -0.1913
C -3.63 -2.15 3.38 -0.2597
C 0.14 0.55 -3.14 0.0856
C -2.58 1.22 -1.43 -0.9692
C -1.76 1.26 2.29 0.3073
C 4.76 -0.37 0.63 -0.2147
C -4.52 -1.15 0.84 -0.1963
C -0.48 -1.25 -4.59 -0.1926
C 0.38 -2.13 -3.93 -0.2129
C -5.20 -0.81 2.02 -0.1880
C -0.09 1.85 -2.41 -0.7451
H 2.29 -3.49 -2.35 0.2202
H 3.67 2.19 1.16 0.2382
H 4.02 -3.56 -0.27 0.2180
H -2.77 2.01 -2.16 0.2255
H 1.31 3.52 1.61 0.2450
H 2.13 2.77 3.02 0.2338
H -1.23 -0.57 0.22 -0.1542
H -5.32 -1.06 4.14 0.2418
H -3.29 1.25 -0.60 0.2246
H -0.09 3.68 -0.27 0.2363
H -2.67 0.24 -1.90 0.2367
H 5.44 0.19 1.24 0.2251
H 0.87 2.31 -2.13 0.2514
H -6.09 -0.16 1.96 0.2458
H 0.14 -3.20 -3.94 0.2194
H -1.22 0.77 -4.77 0.2256
H 0.34 2.72 2.85 0.2300
H -2.20 -3.36 2.20 0.2399
H -4.85 -0.79 -0.14 0.2540
H -3.30 -2.57 4.34 0.2500
H -0.74 2.59 -2.92 0.2263
H 1.47 -0.23 3.50 0.1973
H 2.97 0.73 3.29 0.2359
H -1.11 -1.62 -5.41 0.2326
H -1.35 3.20 0.85 0.2264
H 2.67 2.12 -0.35 0.2571
H 2.71 -0.77 2.36 0.2501
H -1.78 3.64 -0.83 0.2321
H 5.75 -2.25 0.95 0.2307
```


Let's list DFT total energy in order: -140688.077; -35994.401; -55958.241; -52295.123; -150305.776; -57872.220 eV.